Here is a 7-piece molecular cluster, C22H37N6O6 overall in a non-equilibrium geometry from the OMol25 dataset. Energies are from ωB97M-V with the def2-TZVPD basis set.

```
71
Properties=species:S:1:pos:R:3:forces:R:3:lowdin_charge:R:1
O -1.7322 -25.0197 -7.5584 0.74 -0.19 -0.57 0.03
C -1.3424 -25.4033 -6.3102 -1.27 -0.42 3.92 -0.97
O -0.3372 -26.0707 -6.1084 3.53 -1.53 -2.70 -0.07
O -2.0347 -25.1541 -5.3428 -3.36 2.17 1.12 -0.06
H -0.9556 -25.4715 -7.8965 0.33 0.03 -1.83 0.07
C -0.3525 -23.0431 -13.1567 0.24 -0.23 -0.10 -0.01
C 0.0100 -21.8865 -12.2266 -1.15 -1.56 -0.23 -0.58
O 1.0670 -21.9356 -11.6570 1.33 0.59 0.25 0.05
N -0.9242 -20.9530 -11.9774 -0.83 0.94 0.48 0.01
C -2.3514 -21.0813 -12.2485 0.00 0.33 -0.21 -0.09
H -1.3025 -23.0677 -13.6905 0.03 0.45 0.10 0.06
H -0.3096 -23.9442 -12.5450 0.01 0.00 0.07 0.09
H 0.4658 -23.1335 -13.8711 -0.06 0.02 -0.05 0.08
H -0.6478 -20.2342 -11.3238 0.09 -0.21 0.07 0.14
H -2.5436 -20.7022 -13.2522 -0.34 -0.50 -0.19 0.08
H -2.9734 -20.4656 -11.5990 0.52 0.24 0.28 0.08
H -2.7272 -22.0871 -12.0607 0.19 -0.08 -0.43 0.09
C 3.3027 -28.6938 -9.8085 0.20 0.87 1.15 -0.01
C 4.2699 -29.5631 -9.0113 -1.53 -0.43 -1.73 -0.57
O 4.7303 -30.5355 -9.6025 0.82 0.31 1.10 0.02
N 4.4279 -29.1987 -7.7287 1.48 -1.00 2.05 0.02
C 5.4412 -29.8443 -6.8027 -1.70 0.15 -0.80 -0.04
H 3.8162 -28.3479 -10.7056 -0.37 -0.47 -0.22 0.08
H 3.0653 -27.7902 -9.2470 -0.11 0.13 0.04 0.07
H 2.3536 -29.2130 -9.9417 0.28 -0.13 -0.51 0.09
H 3.7484 -28.6129 -7.2647 0.09 0.17 -0.52 0.14
H 5.0026 -30.1712 -5.8599 -0.43 0.52 0.08 0.07
H 6.1965 -29.0874 -6.5918 0.41 -0.61 -0.19 0.08
H 5.7068 -30.8075 -7.2383 0.79 0.51 -0.41 0.07
C 7.6803 -24.2355 -3.0159 1.30 0.32 0.21 -0.02
C 6.3561 -24.5676 -3.6586 0.38 0.36 0.23 -0.59
O 5.4950 -25.1550 -3.0520 -0.39 -0.69 0.81 0.05
N 6.1664 -24.2499 -4.9429 0.74 1.99 -2.47 0.03
C 6.9888 -23.3007 -5.7835 0.11 -1.09 0.32 -0.06
H 8.5330 -23.9375 -3.6261 -0.32 -0.28 -0.88 0.06
H 8.0326 -25.1324 -2.5063 -0.30 0.13 0.33 0.08
H 7.6862 -23.3812 -2.3390 -0.77 -0.27 0.45 0.08
H 5.3599 -24.6585 -5.3930 -0.12 0.20 0.28 0.14
H 6.4625 -22.7268 -6.5462 -0.80 -0.44 0.25 0.08
H 7.7166 -23.9009 -6.3296 0.27 0.16 0.00 0.07
H 7.5136 -22.5235 -5.2280 -0.09 -0.40 0.48 0.07
N -8.7574 -29.0968 -4.8117 -1.45 0.82 0.39 0.00
C -10.0971 -29.1023 -5.1578 0.23 -0.53 -1.32 -0.15
C -10.6429 -27.8511 -4.9177 -0.75 -1.49 0.35 -0.13
C -9.7046 -27.1601 -4.1908 2.84 0.74 0.34 -0.13
C -8.5119 -27.9023 -4.1975 -0.12 0.46 0.09 -0.13
H -8.0724 -29.7960 -5.0609 -0.29 0.17 0.23 0.15
H -10.4767 -30.0098 -5.6034 -0.26 0.27 -0.17 0.09
H -11.6163 -27.4222 -5.1047 -0.16 -0.67 -0.13 0.09
H -9.8349 -26.1689 -3.7823 0.21 -0.05 -0.04 0.09
H -7.4922 -27.6931 -3.9098 -0.23 0.29 0.26 0.11
N -6.5210 -21.1013 -6.4639 -1.64 2.52 0.24 0.02
C -7.1429 -20.2520 -7.3898 0.62 -1.13 -0.92 -0.15
C -7.2539 -18.9600 -6.9173 0.20 -0.74 -0.02 -0.13
C -6.7861 -19.0266 -5.6173 1.07 -2.01 2.74 -0.14
C -6.4099 -20.3585 -5.2930 0.51 1.07 -1.37 -0.11
H -6.1906 -22.0287 -6.6894 -0.23 0.13 0.39 0.15
H -7.4625 -20.7282 -8.3049 0.13 0.39 -0.21 0.09
H -7.5293 -18.0004 -7.3294 -0.39 -0.52 -0.60 0.09
H -6.6831 -18.2409 -4.8834 -0.18 0.13 -0.16 0.08
H -5.9551 -20.7753 -4.4065 -0.04 0.12 -0.10 0.10
N -0.6193 -19.4058 -6.6924 0.73 0.41 0.34 0.00
C -0.8770 -18.1623 -7.2370 -0.86 -0.26 0.34 -0.17
C 0.2825 -17.4840 -7.4002 0.94 -0.55 -0.02 -0.15
C 1.3014 -18.3655 -6.9962 0.81 -1.85 0.84 -0.14
C 0.7669 -19.5683 -6.4482 -1.53 2.53 -2.35 -0.07
H -1.3406 -20.0755 -6.4658 0.23 0.09 0.05 0.14
H -1.8585 -17.7703 -7.4596 -0.19 -0.52 0.22 0.10
H 0.5026 -16.4994 -7.7857 -0.47 -0.08 -0.10 0.09
H 2.3280 -18.1834 -7.2778 0.22 -0.11 0.65 0.08
H 1.1548 -20.5308 -6.1491 0.09 0.28 0.02 0.10
```
Positions in Å, forces in eV/Å.

## Properties
Gap between HOMO and LUMO ... 5.8680 eV
Maximum force ... 4.70 eV/A
E_tot ... -1640.4593 Eh
ΔE to the lowest compared entry with this formula, charge and spin ... 4.8004 eV
Charge ... -1

***

Here is C22H38AsF6O17 as an isolated structure in a non-equilibrium geometry from the OMol25 dataset. Energies are from ωB97M-V with the def2-TZVPD basis set.

```
84
Properties=species:S:1:pos:R:3:forces:R:3:lowdin_charge:R:1
As 0.3538 -0.7189 0.5898 -0.12 0.87 0.15 0.72
F 1.6837 -0.8417 -0.5208 0.00 -0.09 -0.08 -0.25
F -0.7262 -1.2806 -0.6539 0.08 -0.24 -0.26 -0.25
F -1.0132 -0.6728 1.6543 -0.05 0.34 0.19 -0.25
F 1.4210 -0.0029 1.7621 0.09 -0.48 0.38 -0.26
F 0.0849 0.9300 0.0908 -0.38 -0.07 -0.33 -0.27
F 0.6579 -2.3150 1.1534 0.21 -0.28 -0.09 -0.23
C -2.6604 -2.1314 3.7108 0.02 -0.24 -0.27 -0.18
O -3.1820 -2.7238 4.8966 -0.08 0.05 -0.28 -0.12
H -2.6555 -2.8375 2.8728 0.09 -0.04 0.08 0.08
H -3.2350 -1.2608 3.3795 0.05 0.11 0.22 0.07
H -1.6313 -1.8472 3.9002 -0.01 0.10 0.03 0.06
H -3.9901 -3.1724 4.6353 -0.07 -0.03 0.22 0.07
C 4.5455 -1.3722 -0.5209 -0.53 -0.09 -0.04 -0.16
O 4.5008 -0.1064 -1.1610 0.29 0.05 0.03 -0.12
H 5.5622 -1.7591 -0.5138 0.13 0.24 0.00 0.08
H 4.1581 -1.2983 0.4966 0.16 -0.15 0.06 0.08
H 3.9197 -2.0963 -1.0568 0.03 0.01 0.04 0.06
H 3.7760 0.3934 -0.7758 -0.06 -0.12 0.00 0.05
C 0.1382 -0.8844 -4.9727 0.06 -0.50 -0.38 -0.02
C 1.1121 0.0975 -4.3920 0.07 -0.40 0.35 -0.31
C 2.2479 -0.5950 -3.6123 0.01 0.30 -0.22 -0.08
O 3.4291 0.0283 -4.1326 0.19 0.18 0.26 0.07
C 3.1292 0.8628 -5.1362 -0.31 -0.50 -0.35 -0.57
O 3.9062 1.5175 -5.7526 0.17 0.14 0.06 0.15
O 1.8043 0.8015 -5.4219 0.03 0.29 0.03 0.08
H -0.3966 -1.3819 -4.1627 -0.29 0.21 -0.02 0.08
H 0.6546 -1.6892 -5.5022 0.13 0.14 -0.04 0.09
H -0.5374 -0.4160 -5.6864 -0.20 0.07 0.23 0.09
H 0.5828 0.8263 -3.7745 0.10 0.08 0.04 0.15
H 2.2999 -1.6630 -3.8261 0.01 0.00 -0.10 0.13
H 2.2019 -0.4436 -2.5388 0.05 0.07 -0.08 0.10
C -3.4472 0.4286 -1.4651 0.06 0.30 0.04 -0.01
C -4.7357 -0.2446 -1.0415 0.19 0.52 0.69 -0.29
C -4.9923 -0.2415 0.4915 0.25 -0.12 -1.15 -0.08
O -6.3664 0.1129 0.5894 -0.30 -0.20 0.48 0.06
C -6.8122 0.6207 -0.5724 0.73 -0.07 -0.38 -0.57
O -7.8882 1.0793 -0.7571 -0.35 0.11 0.05 0.16
O -5.8346 0.5492 -1.5112 -0.46 -0.16 -0.06 0.07
H -3.0880 1.1114 -0.6931 0.09 -0.16 0.09 0.08
H -3.6429 1.0687 -2.3254 0.02 -0.29 -0.22 0.09
H -2.6632 -0.2883 -1.6910 0.06 0.04 0.02 0.06
H -4.8116 -1.2555 -1.4437 -0.19 0.04 -0.14 0.15
H -4.3836 0.5250 0.9664 0.01 -0.10 0.24 0.13
H -4.8263 -1.2319 0.9032 -0.03 0.09 0.34 0.13
C 2.8742 3.3409 -0.0325 -0.28 1.08 0.31 0.00
C 3.7005 4.3243 0.7790 0.81 -0.16 0.58 -0.29
C 3.4882 4.2891 2.3109 -0.58 -0.68 -1.20 -0.10
O 4.7841 4.4195 2.8566 0.13 0.47 0.12 0.06
C 5.7128 4.2313 1.8823 -0.02 -0.15 -0.19 -0.56
O 6.8878 4.2518 2.0621 -0.15 -0.01 0.07 0.16
O 5.1132 4.0028 0.6962 -0.05 0.06 0.11 0.08
H 2.0489 3.9314 -0.4367 -0.12 -0.34 -0.21 0.09
H 2.4402 2.5716 0.6032 0.18 -0.31 -0.18 0.07
H 3.4689 2.9539 -0.8550 -0.05 -0.16 0.00 0.09
H 3.6201 5.3532 0.4209 -0.14 -0.08 -0.17 0.15
H 3.0879 3.3045 2.5653 -0.05 0.09 0.29 0.13
H 2.7960 5.0752 2.6012 0.26 0.10 0.45 0.13
C -0.7517 -5.0887 -0.8726 -0.80 -0.51 0.31 -0.03
C -0.8308 -4.1868 -2.0891 0.28 -0.67 0.66 -0.29
C 0.5284 -3.5911 -2.4354 0.51 0.57 0.08 -0.10
O 0.7444 -3.9383 -3.8055 0.10 -0.37 0.02 0.05
C -0.1857 -4.8283 -4.2061 -0.37 0.36 -0.08 -0.57
O -0.2237 -5.3296 -5.2854 0.11 -0.10 0.15 0.15
O -1.1114 -5.0181 -3.2386 -0.09 0.33 -0.04 0.08
H -0.2057 -6.0021 -1.1160 0.49 0.28 0.14 0.09
H -1.7328 -5.4697 -0.5634 -0.11 0.28 -0.29 0.08
H -0.3786 -4.5644 0.0077 0.40 0.01 -0.18 0.08
H -1.6163 -3.4541 -1.9112 -0.01 0.13 -0.55 0.14
H 1.3190 -3.9988 -1.8007 0.00 -0.28 -0.20 0.14
H 0.6374 -2.5112 -2.3592 -0.46 0.00 0.12 0.09
C -0.5517 0.8848 4.3728 0.49 -0.16 -0.15 -0.03
C -0.6630 2.3362 4.7261 -1.25 0.34 0.61 -0.28
C -1.0254 3.2928 3.5643 0.84 -0.91 0.40 -0.09
O -2.1135 4.0529 4.0482 0.00 0.45 0.02 0.06
C -2.4891 3.6215 5.2774 0.09 -0.42 -0.14 -0.58
O -3.3002 4.1624 5.9545 -0.20 0.08 0.04 0.16
O -1.8392 2.4875 5.5938 0.22 0.25 -0.10 0.07
H -0.4688 0.2472 5.2525 -0.08 0.16 0.13 0.09
H 0.3311 0.6887 3.7614 -0.06 0.10 -0.09 0.07
H -1.4269 0.5837 3.8017 -0.01 -0.01 -0.02 0.07
H 0.1364 2.7495 5.3428 0.36 -0.28 -0.28 0.15
H -1.2957 2.7198 2.6781 -0.14 0.18 -0.10 0.13
H -0.1593 3.9237 3.3706 -0.22 0.25 -0.28 0.12
```
Positions in Å, forces in eV/Å.

## Properties
Gap between HOMO and LUMO ... 10.1664 eV
Maximum force ... 1.49 eV/A
E_tot ... -4975.4625 Eh
Charge ... -1

***

Here is C22H38BeI2N2OSi4 as an isolated structure in a non-equilibrium geometry from the OMol25 dataset. Energies are from ωB97M-V with the def2-TZVPD basis set.

```
70
Properties=species:S:1:pos:R:3:forces:R:3:lowdin_charge:R:1
Be -0.4280 -0.1504 -0.9955 0.58 -0.01 0.68 -0.03
I -1.7812 -4.8145 -6.1775 0.26 0.12 0.18 0.83
C -0.8839 -3.3757 -4.9325 -0.62 0.03 -0.04 -0.73
C -0.5950 -2.1181 -5.4385 -0.42 -0.80 -0.28 -0.23
C -0.2379 -1.1409 -4.5717 0.53 2.24 0.25 -0.59
I -0.0161 0.8715 -5.2486 -0.02 -0.52 -0.07 0.87
C -0.0772 -1.2760 -3.1895 -0.71 -2.59 -0.73 -0.43
O 0.2521 -0.3040 -2.4296 0.21 1.06 1.39 -0.15
C -0.3358 -2.6082 -2.6837 0.01 1.72 -0.95 -0.14
C -0.0797 -2.7285 -1.2193 -0.77 1.08 0.58 -0.09
N -0.9738 -1.7606 -0.4335 -0.21 -0.70 -1.46 -0.06
C -2.4336 -1.9219 -0.6022 0.42 -0.60 -0.69 -0.08
C -2.9866 -0.5903 -1.0238 1.00 -0.33 0.26 -0.21
C -4.3076 -0.3958 -1.2848 0.62 2.46 -0.50 0.02
C -4.6631 0.9521 -1.5376 -1.62 -1.19 1.10 -0.02
C -3.7487 1.9507 -1.3672 0.36 1.52 -0.30 -0.05
C -2.4105 1.6589 -1.1994 0.53 -0.38 -0.65 -0.07
N -2.0561 0.3864 -1.0624 -0.30 0.11 -0.08 0.07
C -0.8191 -3.5740 -3.5691 0.72 -0.61 1.25 -0.13
H -0.7405 -1.8999 -6.4752 0.05 0.08 -0.43 0.08
H 0.9113 -2.2900 -0.9921 -0.24 -0.87 -0.12 0.10
H -0.2593 -3.7106 -0.8190 0.39 -0.60 0.01 0.12
H -0.7233 -1.7852 0.5271 0.31 -0.21 0.98 0.06
H -2.9730 -2.2901 0.2657 0.30 0.22 0.58 0.13
H -2.6444 -2.7210 -1.3300 0.17 0.46 -0.23 0.14
H -4.9472 -1.2273 -1.2622 -1.07 -0.69 -0.12 0.11
H -5.7228 1.2355 -1.6478 0.62 -0.29 -0.22 0.12
H -4.0463 2.9957 -1.3840 -0.06 -0.20 -0.23 0.12
H -1.5677 2.3773 -1.2850 -0.86 -0.37 0.39 0.14
H -1.0472 -4.5393 -3.1311 -0.12 -0.13 -0.19 0.10
C 1.4607 -2.7314 1.8693 0.21 -0.94 -0.63 -0.21
Si 2.2616 -0.9957 1.4778 -0.34 -0.59 0.10 0.32
C 3.2546 -0.5760 2.9973 -0.27 0.29 1.08 -0.22
C 3.4669 -1.3543 0.1190 -0.37 -0.61 -1.01 -0.22
Si 0.7831 0.7098 0.8447 -0.27 -0.17 -0.84 0.48
Si -0.6878 0.8971 2.6545 0.05 -0.12 0.25 0.31
C -1.9013 2.2599 2.3607 -0.86 1.73 0.20 -0.24
C -1.7281 -0.6685 3.0137 0.05 1.61 0.30 -0.20
C 0.0233 1.1972 4.3747 0.60 -0.66 -0.11 -0.21
Si 1.9959 2.6819 0.2695 1.78 -1.07 -0.58 0.34
C 3.4412 2.3397 -0.9933 -2.25 -0.83 0.28 -0.19
C 2.7917 3.4066 1.7669 0.73 -0.78 0.90 -0.24
C 1.0201 3.9875 -0.5778 0.88 1.01 0.16 -0.23
H 2.1980 -3.4073 2.3705 -0.14 0.63 -0.48 0.04
H 1.0229 -3.3872 1.0275 0.61 1.28 1.19 0.03
H 0.7181 -2.6039 2.6442 -0.60 0.01 0.15 -0.01
H 4.0901 -1.2460 3.1551 0.02 -0.60 0.17 0.03
H 2.6578 -0.4802 3.9338 0.35 -0.40 -0.60 0.03
H 3.7451 0.3799 2.9252 0.06 0.69 -0.37 0.01
H 4.1566 -2.1398 0.4511 -0.18 -0.10 -0.25 0.04
H 4.0702 -0.5042 -0.1500 0.18 0.40 -0.14 0.00
H 2.8970 -1.6668 -0.8073 0.83 0.17 0.87 0.04
H -2.3693 2.2217 1.3923 -0.25 -0.41 -0.64 -0.02
H -1.4718 3.2970 2.3362 -0.09 -0.84 0.42 0.05
H -2.7639 2.2597 3.0708 0.73 0.03 -0.20 0.05
H -2.2149 -1.1328 2.2001 -0.32 -0.70 -1.15 -0.02
H -2.5634 -0.3209 3.6591 0.74 -0.41 0.13 0.05
H -1.0126 -1.3235 3.4784 -0.19 -0.63 0.53 0.01
H 0.2960 2.2322 4.5540 0.02 0.13 0.09 0.02
H 0.9152 0.5685 4.5393 -0.20 0.33 -0.09 0.01
H -0.6949 0.8476 5.1154 -0.21 0.26 0.12 0.03
H 4.0437 1.5262 -0.6921 0.76 -0.97 0.53 -0.03
H 4.1026 3.1446 -1.1970 0.27 1.05 -0.25 0.01
H 2.9254 1.9718 -1.8960 0.33 0.37 -0.05 0.03
H 3.3981 2.6651 2.3366 -0.37 0.30 -0.50 0.03
H 2.0650 3.7579 2.4702 -0.57 0.40 0.51 0.01
H 3.4576 4.2151 1.5234 0.29 0.54 -0.19 0.02
H 0.8329 3.7510 -1.6105 -0.13 0.00 -0.46 0.02
H 1.5371 4.9786 -0.4768 -0.40 -0.84 -0.25 0.06
H 0.1214 4.0362 -0.0303 -1.53 0.43 0.46 -0.01
```
Positions in Å, forces in eV/Å.

## Properties
Gap between HOMO and LUMO ... 7.0283 eV
Maximum force ... 2.78 eV/A
E_tot ... -2814.1199 Eh
Charge ... 0